(1)
Formula: C5H17N2O4
Source: the Open Molecules 2025 dataset
Level of theory: ωB97M-V/def2-TZVPD

Summary:
Kohn-Sham gap (alpha / beta)	3.8753 / 8.7263	eV
spin multiplicity	2
strongest force on any atom	5.50	eV Å⁻¹

XYZ file:
```
28
Properties=species:S:1:pos:R:3:forces:R:3:nbo_charge:R:1
O 1.75773 1.30426 1.68420 -0.3 -0.1 0.9 -0.55
C 0.56196 1.45779 1.63535 1.1 2.1 -2.5 0.45
C 0.03299 2.61647 0.71495 -0.3 -0.6 3.4 -0.52
C -1.05363 2.30120 -0.25247 -1.7 0.5 -0.5 -0.41
C -0.84198 0.86740 -0.86226 0.4 -0.5 -1.0 -0.23
N -0.22438 -1.42066 -2.47538 -3.4 -3.3 1.6 -0.87
C 0.52293 -0.32836 -2.54431 4.7 1.2 -2.6 0.01
N 0.30231 0.80403 -1.81817 -2.9 1.0 1.7 -0.65
H -0.15690 0.87861 2.19823 -0.4 -0.4 0.5 0.11
H -0.11051 3.39913 1.50344 -1.1 -0.3 -0.4 0.23
H 0.81785 3.11152 0.26361 2.3 0.2 -1.3 0.22
H -1.05220 3.24874 -1.04315 -0.5 -2.8 1.7 0.23
H -2.05587 2.19900 0.32617 1.4 0.6 -1.2 0.21
H -0.57821 0.05247 -0.04979 -1.1 1.7 -1.0 0.19
H -1.83017 0.57803 -1.39988 1.7 0.2 0.9 0.20
H -0.83108 -1.61377 -1.58797 1.7 0.1 -2.3 0.43
H 0.18791 -2.22565 -2.96857 -0.6 0.6 0.9 0.38
H 1.29581 -0.33945 -3.38998 -1.3 0.5 1.4 0.16
H 0.89883 1.58924 -1.82393 0.7 0.3 -0.2 0.39
H -2.84565 -1.85717 0.03704 -0.4 0.7 -1.1 0.47
H -1.72984 -2.46403 0.54280 1.7 -0.7 0.5 0.50
O -1.93099 -1.97586 -0.25256 -1.7 -0.1 0.5 -0.96
H 2.04545 -0.97668 2.27964 0.0 0.0 -0.7 0.47
H 2.63116 -0.86474 0.86044 -1.5 -0.5 0.7 0.49
O 1.85008 -1.23816 1.35834 1.4 -0.1 0.1 -0.96
H -0.05746 -3.24866 2.36352 -0.4 -0.6 -0.2 0.48
H -0.19608 -1.83856 2.02741 -1.1 -1.0 -0.8 0.49
O -0.71583 -2.69007 1.93105 1.6 1.4 1.3 -0.96
```
Positions in Å, forces in eV/Å.


(2)
Formula: C5H17NO2
Source: the Open Molecules 2025 dataset
Level of theory: ωB97M-V/def2-TZVPD

Summary:
Kohn-Sham gap	10.0768	eV
structure (SMILES)	CC(C)CCN.O.O
strongest force on any atom	3.47	eV Å⁻¹

XYZ file:
```
25
Properties=species:S:1:pos:R:3:forces:R:3:nbo_charge:R:1
C 0.86113 0.04061 -1.11940 0.3 3.3 -1.1 -0.24
C 0.60084 -1.40203 -0.91569 -1.3 -0.9 0.5 -0.44
C -0.87987 -1.70792 -0.56683 -0.8 -1.0 2.2 -0.22
C -0.99030 -2.16483 0.93739 -0.7 0.1 -0.4 -0.60
C -1.54172 -2.79229 -1.37566 -0.1 -0.5 -1.9 -0.61
N 1.20083 0.85418 0.08527 0.4 -1.0 -0.8 -0.82
H 1.54836 0.30225 -1.94112 0.9 -0.7 0.7 0.20
H 0.07886 0.67229 -1.57115 -0.9 -1.0 0.3 0.19
H 1.18051 -1.77012 -0.06235 0.2 0.3 -0.1 0.21
H 0.90401 -2.05238 -1.72979 0.0 0.2 -0.5 0.22
H -1.58528 -0.87319 -0.52923 0.6 0.6 -0.7 0.20
H -0.30454 -2.96238 1.22482 0.4 0.3 0.0 0.20
H -0.94395 -1.28017 1.57486 0.5 -0.2 0.3 0.20
H -1.97516 -2.60243 1.14227 -0.1 0.2 -0.2 0.20
H -2.63388 -2.84312 -1.31117 0.2 -0.2 1.0 0.21
H -1.49406 -2.65824 -2.46241 0.6 0.4 -0.1 0.20
H -1.06883 -3.76876 -1.22278 -0.3 0.0 0.3 0.20
H 0.45778 0.70997 0.75856 0.1 0.1 0.3 0.35
H 2.03893 0.41566 0.45709 -0.1 0.3 0.5 0.34
H 0.72837 6.43584 -1.45039 0.1 0.0 0.7 0.47
H 0.59359 5.81713 -0.04159 -0.2 -0.5 0.1 0.47
O 0.92740 6.57649 -0.50660 0.1 0.5 -0.8 -0.94
H 1.10995 2.89503 3.09933 0.1 -0.7 0.2 0.47
H 0.18890 2.13267 3.99431 -1.2 0.0 0.8 0.46
O 0.99813 2.02572 3.53226 1.1 0.7 -1.0 -0.93
```
Positions in Å, forces in eV/Å.


ΔE to the lowest compared entry with this formula, charge and spin, respectively: 0.901; 1.353 eV.